Record 1
33
Properties=species:S:1:pos:R:3:forces:R:3 method="wB97M-V/def2-TZVPD" e_tot_ha=-967.47563 de_lowest_kj_mol=774.4 homo_energy_ev=-9.4 multiplicity=1 orbital_gap_ev=9.8
N -4.2361 -0.6319 1.4404 4.0366 -4.3145 -1.2459
C -4.5002 -0.5310 0.0687 -4.5365 1.7768 -0.8518
O -5.7284 -0.5233 -0.2910 4.7767 -0.3908 0.1662
C -3.2694 -0.0163 -0.7593 -0.8343 1.5114 -0.6466
C -2.3921 1.0233 0.0362 2.6005 -0.6639 1.6708
N -2.2164 2.2762 -0.7067 -2.0457 -0.3257 0.3842
C -0.9599 0.2952 0.0606 0.0867 -2.9842 2.6683
O -0.9552 -0.9845 0.5388 0.3749 7.8033 -1.2325
N 0.2788 1.0838 -0.2650 -3.6694 -3.5490 0.7553
C 1.3687 0.1358 -0.4256 0.7170 -0.0454 4.9106
C 2.1612 -0.1186 1.0173 1.0401 2.6367 -5.4013
C 3.5911 -0.5143 0.8099 -1.6488 -3.8101 0.1848
C 4.4461 0.2850 -0.0463 0.9254 1.6607 3.1364
O 4.1447 1.2962 -0.6412 1.1125 -1.2635 -0.6122
O 5.7292 -0.0982 0.4059 1.5616 3.6552 -6.7689
C 0.9668 -1.2391 -0.8128 -4.2150 0.0486 -6.6355
O -0.0030 -1.4926 -1.5359 -1.1919 1.9478 -0.1214
O 1.7609 -2.2194 -0.8766 4.8558 -4.6113 2.1812
H -3.1833 -1.0905 1.2777 -2.5970 1.5708 1.6824
H -4.7618 -1.4720 1.8073 0.1785 1.5479 -0.3278
H -2.5102 -0.6486 -1.2159 -0.5507 -1.3100 0.7081
H -3.5840 0.4552 -1.7306 -0.4860 0.0787 1.2043
H -2.5661 1.2598 1.2678 -0.1575 -1.1339 -3.4715
H -3.2269 2.5255 -0.9769 2.2763 0.4300 0.7178
H -1.7902 2.8786 0.0109 -0.7965 0.5242 -0.9096
H 0.2650 1.8365 -0.9823 -0.8015 -1.0646 0.7740
H 1.9892 0.7670 -0.9822 1.8326 -0.6055 -1.5832
H 2.3463 0.8304 1.3854 -0.8315 2.1958 1.2342
H 1.6331 -0.7121 1.6293 -1.8087 -2.1273 2.1802
H 3.6225 -1.5625 0.3454 0.3179 1.0745 1.1970
H 3.9669 -0.4676 1.8516 0.6153 -0.6044 -0.8229
H 6.2971 0.4502 -0.4710 -1.6969 -2.3577 4.1641
H 1.3152 -3.0760 -1.2340 0.5594 2.6994 0.7112

Record 2
30
Properties=species:S:1:pos:R:3:forces:R:3 method="wB97M-V/def2-TZVPD" e_tot_ha=-721.19045 de_lowest_kj_mol=140.7 homo_energy_ev=-11.6 total_charge=+1 multiplicity=1 orbital_gap_ev=9.1
C 2.6670 1.4615 0.7402 0.6970 -0.6702 1.5438
C 1.3560 1.7161 1.2224 -0.4877 0.4041 -2.1588
C 1.8342 -0.2982 -0.6335 -1.9212 0.2984 -1.3387
C 2.9320 0.3751 -0.1215 -1.0918 0.7699 0.7284
C 0.3288 1.2251 0.4110 -0.4233 -0.8400 0.0463
C 0.5566 0.2308 -0.5309 0.6570 1.3475 1.7306
C -2.7640 -0.0682 0.2471 -1.0859 -0.2201 -0.2044
C -1.6307 0.6558 -0.5693 -2.0071 1.5205 1.7095
C 4.2806 -0.1861 -0.3656 2.1014 2.5216 0.6761
N -3.8589 0.6733 0.4023 -0.2873 0.8527 -0.8241
N -2.6052 -1.2296 0.7955 3.0719 -2.1454 -0.5499
N -2.3398 1.5767 -1.4630 1.3144 -0.0855 0.3939
N -0.4086 -2.9264 0.2292 -2.3669 1.2970 -0.3440
O -1.0770 1.4284 0.5011 1.5877 0.0581 -0.1469
O -0.6630 -0.1857 -1.0765 0.2491 -0.4091 -0.4665
H 3.5784 1.8983 1.2329 -1.2747 -0.1992 -0.3939
H 1.0284 2.3811 1.9989 0.6160 0.3787 0.3422
H 1.8301 -1.1656 -1.2384 0.9840 -0.9280 -0.6619
H 4.9705 0.5159 -0.9496 -1.3083 -0.8593 0.0538
H 4.8865 -0.1225 0.5979 -0.9057 -1.2459 -0.9951
H 4.1261 -1.1022 -0.9015 0.8137 -0.6985 0.1973
H -4.7307 0.3867 0.7740 -0.2927 -1.1463 1.0438
H -4.0931 1.4309 -0.2417 1.2147 -0.2595 0.0202
H -1.6328 -1.9688 0.5946 -1.3139 1.9110 0.5538
H -3.2021 -1.6751 1.4736 -0.6898 0.5734 -0.0619
H -2.1277 2.5589 -1.2065 0.1177 -0.9967 -0.4791
H -2.1166 1.3563 -2.4161 0.0481 0.2580 -0.5044
H 0.2309 -3.1041 0.9475 0.9889 -0.3453 0.7347
H -0.2199 -2.2565 -0.4898 0.6050 -0.2844 -0.3259
H -1.1361 -3.5821 0.0358 0.3894 -0.8577 -0.3189

Record 3
26
Properties=species:S:1:pos:R:3:forces:R:3 method="wB97M-V/def2-TZVPD" e_tot_ha=-481.76873 de_lowest_kj_mol=456.7 homo_energy_ev=-8.3 multiplicity=1 orbital_gap_ev=9.3
C 0.5456 2.2904 -2.0429 0.5373 -0.5139 -0.0698
N -0.5186 1.4531 -2.4389 -0.5560 -1.3647 0.3476
O -1.3226 1.2068 -1.2700 -0.6293 0.2936 -0.2008
C -0.6408 0.4891 -0.3702 1.7130 -2.3179 1.0675
C -0.4992 0.7528 0.9145 -0.8644 0.5063 0.3275
C 0.0979 -0.2657 1.7458 1.6141 -1.9904 0.6578
C 1.1504 0.1797 2.7874 -1.5620 -3.4169 -1.6307
C -0.5839 -1.6523 1.9140 1.2880 1.9284 -1.8288
C 0.4819 -1.4145 0.8040 -0.4922 0.4309 -0.6403
C 0.0902 -0.9062 -0.6259 -1.0151 1.0778 -0.5406
C -0.8507 -1.6719 -1.5781 2.1821 -0.2882 0.2856
H 0.3354 3.1417 -1.4617 -0.9992 1.2198 0.9893
H 1.1236 1.6279 -1.4084 1.1488 0.3780 -0.3026
H 0.9680 2.6856 -2.9383 1.1045 -0.2220 -0.6405
H -1.1747 1.8409 -3.0701 -0.6674 0.6913 -0.5222
H -0.8268 1.5855 1.4509 -0.8014 1.6546 0.2848
H 1.5012 -0.6948 3.3067 0.3310 -0.6348 0.0901
H 0.8163 0.7699 3.5388 -1.2480 2.3699 1.9786
H 1.9375 0.5586 2.2504 2.0406 1.3585 -0.9843
H -0.3771 -2.1326 2.8361 0.5055 -0.6674 0.3979
H -1.5776 -1.7480 1.5584 -0.8800 -0.0253 -0.1683
H 1.4794 -1.8726 0.7252 -0.5645 0.0745 0.9277
H 1.0515 -0.6429 -1.1277 -0.5958 -0.4756 0.0884
H -1.0929 -1.0205 -2.3761 -0.5071 0.6704 -0.7566
H -1.7035 -2.0186 -1.0878 -1.5889 -0.2878 0.9097
H -0.4104 -2.5413 -2.0363 0.5067 -0.4492 -0.0669

Record 4
28
Properties=species:S:1:pos:R:3:forces:R:3 method="wB97M-V/def2-TZVPD" e_tot_ha=-632.18142 homo_energy_ev="-5.9 / -8.2" multiplicity=3 orbital_gap_ev="6.6 / 7.1"
C 2.3578 -0.0170 1.1793 1.6251 2.0499 0.4076
C 2.6057 -0.0590 -0.0900 0.5830 -0.9126 -3.0431
C -3.3385 1.9826 0.0609 -0.9757 -1.4141 -0.4941
C -2.5636 1.2475 1.1728 -1.0597 -2.2571 0.1003
C -2.2200 2.2579 -0.9302 0.6437 1.4003 0.6886
C -1.4027 0.5420 0.4809 -0.2758 -0.0208 0.3470
C -1.2284 1.1287 -0.7191 -1.5463 0.9578 1.4351
C 2.0857 -3.3300 -0.4114 -1.5732 1.4879 0.9860
C 1.2364 -2.0143 -0.3993 -0.2616 -2.8414 0.9315
N 1.9947 -0.3834 2.2736 -1.5143 -1.3802 2.3431
O 3.6355 0.6784 -0.6415 -1.3052 -0.7743 -0.6323
O -0.3119 1.0474 -1.6691 1.7876 -1.3635 0.2604
O 1.8993 -0.9186 -0.9695 1.6699 1.5803 -0.4659
H -3.9830 1.2623 -0.4509 -0.0739 -0.3788 0.2153
H -4.0840 2.7468 0.3683 1.1685 0.1062 -0.0724
H -2.1442 1.9319 1.8607 0.2495 0.9290 1.0823
H -3.1370 0.4372 1.7564 0.3644 1.5168 -0.7272
H -2.3977 2.4807 -1.9726 -0.6716 -0.4689 -0.3496
H -1.7629 3.2035 -0.5966 0.5014 -0.1629 0.0142
H -0.9030 -0.2303 1.1291 -0.0096 0.7890 -1.4783
H 3.7062 0.6195 -1.6242 -0.4242 -0.2654 0.8327
H 2.8624 -3.1420 0.2696 1.4114 -0.0362 0.8144
H 1.5685 -4.2189 -0.0793 -0.6351 0.0941 0.3369
H 2.4445 -3.5602 -1.3362 1.2255 -0.4294 -2.6950
H 1.0730 -1.9725 0.6950 -0.6174 1.0866 -0.7456
H 0.3337 -2.1643 -0.9952 -0.0999 0.2329 0.3696
H 1.3071 -0.0222 2.8900 -0.1289 0.1721 0.6370
H 0.3666 0.4661 -1.2517 -0.0575 0.3026 -1.0985

Record 5
26
Properties=species:S:1:pos:R:3:forces:R:3 method="wB97M-V/def2-TZVPD" e_tot_ha=-696.08763 de_lowest_kj_mol=328.3 homo_energy_ev=-8.4 multiplicity=1 orbital_gap_ev=9.2
C -4.4146 -0.0184 0.3545 -1.1723 2.5630 0.7862
C -3.4392 0.7527 0.9659 -0.6151 1.5952 1.6061
C -4.1255 -1.0768 -0.4577 -1.5639 0.2543 -0.7897
C -2.1325 0.3966 0.7947 1.7861 -0.7005 0.7362
C -2.7843 -1.3568 -0.7592 -0.4088 0.0424 0.2360
C -1.8329 -0.5912 -0.1139 3.3700 -1.2091 -0.9334
C 1.7204 1.6185 -0.9791 0.3477 -2.0809 -2.3827
C 3.0796 0.4006 0.6776 -0.6564 0.1496 -1.4453
C 1.6372 0.7022 0.1731 -1.2946 -1.5565 2.9315
N 1.1696 -2.3124 0.6078 0.9613 1.6543 2.0082
Si 0.7459 -0.9442 -0.3658 -1.5320 0.7615 1.4328
H -5.4483 0.4076 0.4634 0.8672 -1.0254 -0.1676
H -3.7029 1.6578 1.6181 0.2671 -1.5764 -0.9136
H -5.1239 -1.3820 -0.8708 1.7044 -1.0263 -0.2723
H -1.2805 0.6165 1.4670 -0.8022 1.0017 -0.4991
H -2.4641 -2.1578 -1.3988 -0.2053 -0.1674 -0.3465
H 0.8476 2.0388 -1.4050 -1.2977 0.2342 -0.0038
H 2.3615 2.3765 -0.7543 1.7921 2.4764 0.6378
H 2.2208 1.0805 -1.8375 -0.4049 0.4223 0.6784
H 3.6291 -0.0310 -0.1428 0.4735 0.2187 -0.7151
H 3.2797 -0.3209 1.4156 -0.6711 -0.9523 1.4361
H 3.5604 1.2986 1.0036 0.3584 0.7415 0.0145
H 1.0667 1.1634 1.0461 0.5508 -0.3809 -1.0708
H 1.7823 -2.3167 1.4490 -0.9520 0.8244 -0.8485
H 1.2625 -3.2244 0.3024 -0.2948 -1.9386 -1.3569
H 1.4427 -1.1109 -1.6426 -0.6076 -0.3253 -0.7585

Record 6
26
Properties=species:S:1:pos:R:3:forces:R:3 method="wB97M-V/def2-TZVPD" e_tot_ha=-1091.22351 de_lowest_kj_mol=497.4 homo_energy_ev="-7.3 / -7.3" multiplicity=1 orbital_gap_ev="7.2 / 7.0"
C 0.9055 -0.6612 0.0297 2.2389 -2.0952 -1.1277
C 3.1999 0.5626 -0.0676 -1.4996 -1.3197 -0.0163
C -2.4511 0.3678 -1.4444 0.5974 -1.4603 -0.4820
C -0.9134 0.2395 -1.7845 -1.6372 -3.4893 4.5192
C -2.6317 0.2486 0.0894 0.6462 1.0385 -1.4773
C -0.2787 0.1370 -0.2158 -1.7794 -2.6256 -2.2434
C -1.4117 -0.5410 0.5775 -0.5468 0.3144 1.4408
C 3.9974 -0.6326 0.1922 1.6569 1.4291 1.4333
C -1.2133 -0.3240 2.1017 3.0458 2.8599 -2.1992
P 2.2372 1.8201 -0.4391 0.6993 0.1220 0.2948
S 1.2267 -2.2615 -0.0471 -0.7368 2.2333 0.1386
H -2.9115 1.2895 -1.7970 -0.0298 -0.2424 -0.3578
H -2.8158 -0.5556 -1.9643 -0.6678 1.1384 0.4464
H -0.8332 -0.7336 -2.3028 0.6582 0.5869 0.3343
H -0.5415 0.9922 -2.3258 1.6781 2.8688 -1.8854
H -2.6344 1.3215 0.4112 0.3986 -0.9308 0.4479
H -3.6026 -0.1159 0.3290 -0.6862 -0.6429 0.3862
H -0.2726 1.1019 0.1599 0.6535 2.1138 0.5639
H -1.4413 -1.6523 0.4265 -0.1915 1.0801 -0.4582
H 3.4435 -1.5441 -0.0261 -0.2852 -0.3287 0.2720
H 4.9089 -0.6530 -0.4741 -0.7189 0.1507 0.8099
H 4.3301 -0.5832 1.3346 -0.5805 -0.4129 -2.3976
H -1.6966 0.5542 2.4461 -0.3249 1.6241 -0.2195
H -0.1561 -0.2021 2.4676 -0.8707 -0.5811 -0.5565
H -1.7171 -0.9518 2.6627 -2.0058 -4.0588 2.5806
H 3.2733 2.7769 -0.3394 0.2884 0.6280 -0.2469

Record 7
33
Properties=species:S:1:pos:R:3:forces:R:3 method="wB97M-V/def2-TZVPD" e_tot_ha=-4370.75482 de_lowest_kj_mol=0.0 homo_energy_ev="-15.5 / -15.5" total_charge=+2 multiplicity=1 orbital_gap_ev="6.2 / 6.2"
Tc 1.3476 -0.9509 -0.0422 0.1147 0.2949 -0.1287
S 3.8438 -1.8163 2.2884 0.0830 -0.0986 0.0704
As 5.0128 -2.0983 0.1042 0.0948 -0.0808 0.1239
S 2.4224 -2.0159 -1.3929 -0.1395 -0.1028 -0.2538
S 2.0543 -1.0262 2.0141 0.0945 -0.0252 0.0526
S 5.5817 -3.9917 0.0902 -0.0228 0.1444 0.0563
C -0.5728 3.9009 -1.8909 -0.2098 0.1808 -0.0639
N 0.3625 2.8818 -1.4252 0.0780 -0.4092 0.0949
C 1.7106 3.0558 -1.2312 0.2286 -0.1091 0.0808
C 2.1985 1.8733 -0.7801 0.2302 0.2902 -0.0165
N 1.1540 0.9759 -0.6964 -0.2311 -0.0372 0.0899
C 0.0597 1.6301 -1.1001 -0.1636 0.0161 -0.1276
H -0.0047 4.7147 -2.3308 -0.0046 -0.0079 -0.0067
H -1.1558 4.2770 -1.0527 0.0103 0.0086 -0.0303
H -1.2278 3.4755 -2.6471 -0.0029 0.0132 0.0195
H 2.1976 3.9933 -1.4331 0.0291 0.0135 0.0066
H 3.2073 1.6055 -0.5203 0.0257 0.0410 0.0131
H -0.9280 1.2079 -1.1772 -0.0174 0.0114 0.0179
C -2.8385 -1.2051 -0.0755 0.0620 0.0074 -0.0295
C -1.5657 -1.3756 0.7728 0.0051 0.1551 -0.0203
C -1.6262 -2.7299 1.5157 0.0781 -0.0725 0.0087
C -1.4366 -0.2288 1.7743 0.0149 -0.0089 0.0365
C -0.4065 -1.5344 -0.1600 -0.3347 -0.1769 -0.0352
H -3.6988 -1.1200 0.5873 -0.0018 -0.0016 0.0362
H -2.9992 -2.0606 -0.7306 -0.0037 -0.0184 -0.0178
H -2.8030 -0.3013 -0.6855 -0.0105 0.0228 -0.0169
H -2.5627 -2.7670 2.0711 -0.0249 0.0308 0.0246
H -0.8008 -2.8282 2.2205 0.0125 -0.0387 0.0007
H -1.6127 -3.5747 0.8277 -0.0049 -0.0410 -0.0011
H -2.2445 -0.3072 2.5006 -0.0092 0.0405 0.0245
H -1.5257 0.7464 1.2950 0.0237 0.0269 -0.0426
H -0.5043 -0.2541 2.3444 -0.0306 -0.0454 -0.0070
H -0.6387 -2.1519 -1.0344 0.0269 -0.0235 0.0411

Record 8
44
Properties=species:S:1:pos:R:3:forces:R:3 method="wB97M-V/def2-TZVPD" e_tot_ha=-5313.38639 de_lowest_kj_mol=138.0 homo_energy_ev="-13.8 / -13.8" total_charge=+2 multiplicity=2 orbital_gap_ev="6.3 / 6.5"
V -1.3596 -1.3950 -1.3108 1.0810 1.3975 0.0287
O 1.9595 -0.7906 -2.7991 -0.0469 -0.0141 -0.1371
As 1.3243 0.6019 -1.9591 -0.3101 0.0552 0.0966
O -0.6276 -0.0403 -1.9214 -0.4353 -1.3495 0.2215
O 1.6159 -0.1120 -0.3878 -0.0813 -0.0261 0.1766
C 2.4391 -1.1606 -0.0626 0.1074 0.0955 -0.0334
C 3.8059 -0.9622 0.0024 -0.0259 0.0168 -0.0041
C 4.6397 -1.9819 0.4359 -0.0323 -0.0212 0.0033
C 4.1185 -3.2073 0.8307 0.0203 0.0467 -0.0126
C 2.7548 -3.4139 0.7796 -0.0406 -0.0932 0.0317
C 1.9149 -2.3946 0.3265 -0.0854 -0.1213 -0.0003
S 0.2346 -2.8089 0.1926 0.0185 0.0960 -0.2348
O -0.0681 -3.9818 0.9174 0.0450 -0.0357 0.0391
O -0.1367 -2.8790 -1.2974 -0.0987 0.1779 -0.1714
O -0.6597 -1.6126 0.5091 -0.0198 -0.0284 0.0228
H 2.1361 -0.6382 -3.7389 -0.0069 -0.0728 -0.0056
H 4.2094 0.0047 -0.2683 -0.0102 -0.0008 -0.0054
H 5.7065 -1.8080 0.4761 0.0052 -0.0123 0.0077
H 4.7692 -3.9958 1.1794 0.0028 -0.0034 -0.0007
H 2.3264 -4.3590 1.0832 0.0023 0.0038 -0.0014
N -2.4809 0.3400 0.6937 -0.0816 0.1005 -0.0182
N -3.4624 -0.4943 1.2453 0.0340 -0.1249 -0.0956
C -3.8533 -1.5680 0.5624 -0.0831 0.2323 0.2837
N -4.7091 -2.4330 1.0602 -0.0542 -0.0164 0.0315
N -3.3144 -1.6393 -0.6903 0.3483 -0.2425 0.1342
N -3.4101 -2.7537 -1.4504 -0.4135 -0.1027 0.0778
O -2.6070 -2.6127 -2.4193 0.4700 -0.1501 -0.1629
O -4.0665 -3.7205 -1.2434 -0.1958 0.1653 -0.1522
H -1.6903 0.4284 1.3278 -0.0426 -0.0222 -0.0508
H -2.8582 1.2642 0.5101 -0.0102 0.0275 -0.0001
H -3.8359 -0.3138 2.1680 -0.0186 -0.0093 -0.0076
H -5.0863 -2.3117 1.9884 0.0112 -0.0023 0.0044
H -5.0006 -3.2414 0.5307 0.0050 0.0235 -0.0394
C 0.6907 6.3125 -0.4401 -0.0068 0.0297 0.0059
N 0.3565 4.9034 -0.5843 0.0000 0.0451 -0.0282
C 0.2647 4.0392 0.4198 0.0099 -0.0557 -0.0172
N 0.4864 4.4824 1.6580 0.0174 0.0229 0.0043
S -0.1260 2.3967 0.1499 -0.0820 -0.0069 0.0019
H 0.6873 6.7716 -1.4236 0.0056 -0.0077 -0.0035
H 1.6858 6.4365 -0.0104 -0.0012 -0.0040 0.0050
H -0.0451 6.8324 0.1763 -0.0005 -0.0052 0.0011
H 0.1195 4.5464 -1.4934 -0.0064 -0.0098 0.0031
H 0.6936 5.4461 1.8615 0.0017 -0.0037 0.0035
H 0.4585 3.8239 2.4158 0.0043 0.0059 -0.0015